Record 1
{"formula": "C16H60N8O14", "method": "ωB97M-V/def2-TZVPD", "orbital_gap_ha": 0.3346, "e_above_lowest_ev": 11.476, "e_lumo_ha": 0.0044, "elements": ["C", "C", "O", "H", "H", "H", "H", "H", "H", "C", "C", "O", "H", "H", "H", "H", "H", "H", "C", "O", "N", "N", "H", "H", "H", "H", "C", "O", "N", "N", "H", "H", "H", "H", "C", "O", "N", "N", "H", "H", "H", "H", "C", "O", "N", "N", "H", "H", "H", "H", "C", "O", "H", "H", "H", "H", "C", "O", "H", "H", "H", "H", "C", "O", "H", "H", "H", "H", "C", "O", "H", "H", "H", "H", "C", "O", "H", "H", "H", "H", "C", "O", "H", "H", "H", "H", "C", "O", "H", "H", "H", "H", "C", "O", "H", "H", "H", "H"], "coordinates": [[0.8117, 0.1145, 0.0517], [0.0327, -0.0905, -1.2043], [-0.6823, -1.2695, -1.1573], [1.0507, 1.1675, 0.0407], [1.6717, -0.5735, -0.0223], [0.2897, -0.2585, 0.9397], [0.6667, -0.0115, -2.0703], [-0.7373, 0.7225, -1.1363], [-1.0533, -1.3715, -2.0403], [-0.9293, 3.6205, -0.2823], [-1.2813, 4.8525, -1.1803], [-0.2103, 5.6575, -1.3793], [-1.7593, 3.0505, 0.0707], [-0.5743, 4.1965, 0.6507], [-0.1753, 3.0375, -0.7183], [-1.8773, 5.6155, -0.6403], [-1.8963, 4.5295, -2.0153], [0.1147, 5.6495, -2.2683], [-0.9053, 0.9665, -3.9493], [0.1347, 1.8835, -4.1713], [-1.0863, -0.2745, -4.3773], [-1.8953, 1.3585, -3.1723], [-0.3553, -0.7075, -4.9703], [-1.7933, -0.9395, -4.0423], [-1.9523, 2.3385, -2.9163], [-2.7333, 0.7555, -3.0323], [-1.3103, -1.7265, 4.7127], [-2.6993, -1.7055, 4.8967], [-0.4733, -1.6275, 5.7087], [-0.6953, -1.7095, 3.5907], [-0.8553, -1.7865, 6.6347], [0.5387, -1.6815, 5.6087], [-1.3053, -1.5595, 2.7687], [0.3047, -1.7105, 3.4687], [-2.7673, -2.4295, 1.3307], [-2.7383, -3.4565, 0.3817], [-2.0553, -1.3135, 1.2977], [-3.5253, -2.4415, 2.3787], [-1.6293, -1.2985, 0.3627], [-2.1663, -0.4945, 1.8657], [-4.0453, -3.3555, 2.4197], [-3.2293, -1.9595, 3.2287], [2.2197, 3.3115, 1.2597], [2.9967, 2.2155, 1.0737], [1.9147, 4.2275, 0.3647], [1.6477, 3.5465, 2.3437], [2.3657, 4.2485, -0.5573], [1.4877, 5.1145, 0.7247], [1.6817, 2.8265, 3.0697], [0.8647, 4.1585, 2.4587], [4.5717, -0.5175, -0.3713], [4.6007, -0.7665, -1.7673], [5.5357, -0.7365, 0.1087], [3.7767, -1.1605, -0.0323], [4.4517, 0.5425, -0.1923], [5.1127, 0.0045, -2.1283], [2.6397, 2.6735, -2.1583], [3.1757, 3.9295, -2.0713], [1.5907, 2.5715, -1.8453], [3.3387, 2.1125, -1.5503], [2.7557, 2.2375, -3.1283], [4.0287, 3.8795, -2.4393], [-1.8893, -3.4345, -3.2643], [-2.5273, -2.2395, -3.5243], [-2.1903, -3.7525, -2.2253], [-0.8103, -3.5225, -3.2713], [-2.3893, -4.1865, -3.9553], [-3.4303, -2.3295, -3.2803], [2.0987, -3.1925, -2.1493], [3.4687, -3.4365, -2.1673], [1.3737, -4.0305, -2.3873], [1.7737, -2.2955, -2.5933], [1.9387, -2.8615, -1.1373], [3.9057, -2.7115, -1.7813], [-1.3623, 1.4435, 2.4777], [-2.7083, 1.0235, 2.8767], [-0.9233, 2.3705, 2.9467], [-1.3163, 1.5255, 1.4007], [-0.5913, 0.6865, 2.7707], [-2.7773, 1.0825, 3.8367], [-3.6343, 0.0805, -0.8423], [-4.1803, 0.2875, -2.1103], [-4.1783, 0.6115, -0.0373], [-2.7233, 0.4955, -0.6773], [-3.6103, -0.9985, -0.6563], [-4.7093, -0.4625, -2.3843], [0.5207, -3.7155, 1.1907], [-0.1383, -4.3925, 0.1907], [1.5837, -4.0245, 1.2117], [0.0927, -3.9925, 2.1197], [0.5427, -2.6725, 0.9937], [-1.0753, -4.3605, 0.1587], [2.4727, -0.4755, 2.9367], [1.9947, -1.8165, 3.0607], [2.9717, -0.3895, 1.9897], [3.0897, -0.1845, 3.7747], [1.6357, 0.1675, 2.8357], [2.7217, -2.4765, 2.8517]], "forces_ev_per_angstrom": [[0.8, -1.7, -0.4], [-1.4, 2.2, 1.5], [-0.3, -1.6, -0.7], [0.7, 0.0, 0.7], [0.2, 0.8, 0.3], [-0.2, 0.6, -0.2], [0.1, 0.2, -0.5], [0.8, -0.2, -0.9], [-0.3, -0.4, 0.1], [-0.4, 3.8, 1.7], [-2.6, -0.8, 2.0], [2.5, 1.0, -0.7], [-0.9, -0.4, -0.3], [-0.1, -1.5, -1.1], [1.0, -0.8, -0.4], [-0.9, -1.3, 0.3], [0.4, 0.2, -0.8], [0.4, -0.3, -0.8], [4.4, 5.1, -0.6], [-4.6, -5.0, 0.6], [2.5, -1.6, -2.0], [-2.1, 0.7, 1.0], [-0.7, 0.8, 0.7], [0.2, 0.8, -0.2], [0.2, -0.5, -0.1], [0.8, 1.0, -0.1], [-6.1, 0.7, 1.5], [6.2, 0.0, -1.0], [0.9, -0.2, 4.2], [-1.3, 0.2, -3.8], [0.3, 0.1, -0.3], [-0.7, -0.1, -0.2], [1.6, -0.7, 0.5], [0.2, -0.3, 0.0], [-0.4, -4.0, -3.6], [-0.2, 5.0, 4.0], [2.0, -0.2, -3.8], [-3.0, -3.6, 0.8], [0.6, 0.8, 0.4], [-1.1, 0.2, -0.1], [0.7, 1.5, 0.6], [-0.5, -0.1, 0.8], [5.3, -5.2, -5.2], [-3.0, 4.5, 0.7], [0.3, 2.3, -1.7], [-2.9, -0.8, 8.1], [-0.1, 0.2, 0.7], [0.7, -1.4, -1.0], [0.3, 0.5, -0.5], [0.0, 0.3, -0.3], [0.8, 0.1, -0.2], [1.2, 1.5, -0.8], [-0.2, -0.6, 0.0], [-0.2, 0.1, 0.8], [-0.9, 0.2, 0.4], [-0.8, -1.4, 0.0], [0.5, -2.7, 0.2], [-1.5, 2.9, 0.1], [0.6, 0.4, -0.1], [-0.7, -1.2, 0.7], [-0.5, 0.0, -1.0], [1.6, 0.3, -0.5], [-2.0, -4.0, 1.3], [0.7, 1.8, -0.4], [0.5, 0.1, -0.8], [0.2, 0.9, -0.6], [1.2, 0.4, 0.6], [-1.0, -0.1, 0.3], [-1.1, -0.3, 2.0], [-0.1, -2.5, -1.9], [1.5, 0.7, 0.2], [-0.1, 1.1, -1.9], [-1.1, -0.5, 1.0], [0.8, 1.5, 0.4], [0.9, -0.3, 1.4], [1.5, 0.9, -0.5], [-1.2, -0.5, -0.4], [-0.3, 0.1, -0.1], [-0.8, 0.2, -0.2], [0.0, -0.2, 0.0], [-3.0, -1.7, 1.6], [-0.2, 0.7, -1.1], [-0.6, -0.5, -0.4], [3.2, 1.0, -0.7], [0.2, 0.3, 0.4], [-0.1, 0.0, 0.3], [0.5, -0.7, -0.4], [2.1, -1.6, -1.8], [-0.4, -0.2, -0.2], [-0.3, 0.3, 1.4], [-0.2, 1.3, 0.2], [-1.6, 0.9, 0.7], [0.6, -0.9, -0.5], [1.3, -1.2, 0.1], [0.6, 0.4, -0.2], [0.3, 0.1, 0.2], [-0.9, 0.6, 0.2], [-1.4, 1.4, 0.4]], "lowdin_charge": [-0.06, -0.34, -0.07, 0.06, 0.07, 0.05, 0.11, 0.09, 0.06, -0.06, -0.34, -0.05, 0.05, 0.08, 0.02, 0.12, 0.10, 0.09, -0.59, -0.16, 0.16, 0.15, 0.14, 0.04, 0.11, 0.08, -0.59, -0.15, 0.16, 0.19, 0.12, 0.12, 0.05, 0.06, -0.58, -0.13, 0.13, 0.19, 0.08, 0.06, 0.16, 0.05, -0.66, -0.10, 0.16, 0.17, 0.07, 0.14, 0.13, 0.10, -0.15, -0.14, 0.09, 0.06, 0.06, 0.11, -0.17, -0.10, 0.07, 0.07, 0.08, 0.08, -0.13, -0.14, 0.09, 0.08, 0.11, 0.09, -0.17, -0.08, 0.11, 0.05, 0.05, 0.01, -0.13, -0.11, 0.09, 0.04, 0.06, 0.09, -0.14, -0.11, 0.11, 0.01, 0.09, 0.09, -0.20, -0.11, 0.09, 0.07, 0.03, 0.01, -0.12, -0.17, 0.05, 0.09, 0.04, 0.14]}



Record 2
{"formula": "C2H5N2S3", "method": "ωB97M-V/def2-TZVPD", "orbital_gap_ha": 0.3115, "e_above_lowest_ev": 2.838, "e_lumo_ha": -0.1631, "total_charge": 1, "elements": ["C", "C", "N", "N", "S", "S", "S", "H", "H", "H", "H", "H"], "coordinates": [[0.5556, -0.8337, 1.6830], [-0.3411, -0.0702, -0.4520], [-1.7182, -1.8337, 1.0265], [-0.1607, 1.1893, -0.7542], [1.9584, -0.2861, 2.4111], [-0.6927, -1.6932, 2.4315], [-1.9955, -0.4095, 0.0748], [0.4632, -0.8945, -0.6816], [-2.4588, -2.4316, 1.1926], [-0.8739, 1.9760, -0.5032], [0.5628, 1.6546, -1.3409], [2.2059, 0.4975, 1.3885]], "forces_ev_per_angstrom": [[-1.7, -0.6, 1.2], [0.8, -2.0, 0.2], [2.4, 2.5, -0.9], [-0.7, 3.6, -0.4], [-0.7, -0.6, 0.4], [1.5, 1.0, -1.1], [0.8, -1.3, 0.8], [-2.0, 1.9, 0.0], [-2.1, -1.3, 0.0], [1.3, -2.4, -0.2], [-0.3, -1.5, 0.6], [0.7, 0.6, -0.6]], "lowdin_charge": [-0.92, -0.49, -0.66, 0.04, 0.84, 0.89, 0.95, 0.15, 0.00, 0.17, 0.16, -0.13]}



Q: Which formula does entry 2 have?
A: C2H5N2S3